Entry 1:
Here is a molecular structure, C37H39FeN6O3PS2 from the Open Molecules 2025 dataset. Energies are from the ωB97M-V functional and the def2-TZVPD basis.

Properties
Kohn-Sham gap (spin up / spin down)   6.472 / 5.978 eV
Multiplicity   2
Strongest force on any atom   2.0 eV/A
ΔE to the lowest compared entry with this formula, charge and spin   233.8 kJ/mol
HOMO (spin up / spin down)   -9.358 / -8.915 eV
Charge   +1
Energy   -4388.83353 hartree

Cartesian coordinates (Å):
Fe (0.592, 0.287, -0.992)
C (0.639, -5.662, -0.644)
C (0.527, -4.729, -1.666)
C (0.147, -3.427, -1.381)
C (-0.125, -3.046, -0.065)
C (-0.024, -3.989, 0.954)
C (0.362, -5.291, 0.663)
P (-0.681, -1.315, 0.193)
C (-0.962, -1.291, 1.993)
C (-2.208, -1.227, 2.608)
C (-2.312, -1.235, 3.995)
C (-1.172, -1.309, 4.779)
C (0.079, -1.354, 4.174)
C (0.182, -1.332, 2.794)
C (-2.324, -1.490, -0.619)
C (-3.097, -2.587, -0.321)
C (-4.085, -3.070, -1.193)
C (-4.190, -2.514, -2.434)
C (-3.423, -1.380, -2.797)
C (-3.536, -0.868, -4.113)
C (-2.874, 0.263, -4.479)
C (-2.167, 0.979, -3.498)
C (-2.006, 0.491, -2.233)
C (-2.557, -0.778, -1.844)
H (0.938, -6.678, -0.866)
H (0.735, -5.011, -2.690)
H (0.055, -2.700, -2.180)
H (-0.239, -3.717, 1.979)
H (0.442, -6.016, 1.462)
H (-3.109, -1.178, 2.012)
H (-3.289, -1.196, 4.459)
H (-1.255, -1.330, 5.858)
H (0.974, -1.409, 4.781)
H (1.160, -1.361, 2.326)
H (-2.873, -3.164, 0.568)
H (-4.682, -3.927, -0.916)
H (-4.863, -2.933, -3.171)
H (-4.169, -1.393, -4.817)
H (-2.944, 0.656, -5.483)
H (-1.801, 1.963, -3.736)
C (-3.705, 1.421, -0.028)
C (-2.378, 1.993, -0.378)
N (-1.508, 1.481, -1.271)
C (-0.389, 2.349, -1.495)
C (-0.487, 3.472, -0.736)
S (-1.865, 3.464, 0.249)
C (0.726, 2.179, -2.460)
C (0.719, 2.491, -3.787)
S (2.280, 2.306, -4.427)
C (2.875, 1.869, -2.883)
N (1.964, 1.847, -1.945)
C (4.316, 1.540, -2.695)
H (-3.601, 0.499, 0.545)
H (-4.267, 1.186, -0.934)
H (-4.266, 2.144, 0.561)
H (0.225, 4.279, -0.722)
H (-0.101, 2.814, -4.402)
H (4.950, 2.263, -3.208)
H (4.518, 0.548, -3.095)
H (4.562, 1.545, -1.636)
N (2.458, -1.141, -0.862)
N (2.834, -1.231, -2.218)
C (1.809, -1.087, -3.200)
O (2.104, -1.395, -4.344)
O (0.689, -0.629, -2.780)
H (3.224, -0.763, -0.318)
H (2.208, -2.054, -0.488)
H (3.484, -1.968, -2.456)
C (3.586, 1.867, 0.979)
N (2.660, 2.387, 1.966)
C (3.254, 3.165, 3.046)
C (2.354, 3.172, 4.260)
C (0.959, 3.543, 3.800)
N (0.496, 2.588, 2.799)
C (-0.814, 2.012, 3.022)
C (1.349, 2.028, 1.894)
O (0.964, 1.210, 1.038)
H (4.105, 0.979, 1.355)
H (4.334, 2.631, 0.759)
H (3.045, 1.626, 0.070)
H (3.437, 4.190, 2.703)
H (4.225, 2.725, 3.282)
H (2.724, 3.879, 5.001)
H (2.330, 2.179, 4.716)
H (0.951, 4.558, 3.388)
H (0.253, 3.521, 4.629)
H (-0.831, 1.442, 3.953)
H (-1.056, 1.342, 2.205)
H (-1.566, 2.799, 3.087)

Atoms 1-3, force components in eV/Å:
Fe 0.9 -0.8 1.6
C 0.0 0.0 0.0
C 0.0 0.0 0.0



Entry 2:
Here is a single C2H3NO2 molecule from the Open Molecules 2025 dataset. Energies are from the ωB97M-V functional and the def2-TZVPD basis.

Properties
Kohn-Sham gap   11.685 eV
Multiplicity   1
Structure (SMILES)   [H]/N=C/OC=O
Strongest force on any atom   0.7 eV/A
ΔE to the lowest compared entry with this formula, charge and spin   82.4 kJ/mol
HOMO   -10.860 eV
Charge   0
Energy   -283.22663 hartree

Cartesian coordinates (Å):
H (-1.324, 0.888, 1.639)
N (-0.980, 0.446, 0.792)
C (0.242, 0.158, 0.894)
O (0.886, -0.479, -0.112)
C (0.229, -0.456, -1.332)
O (0.026, -1.453, -1.947)
H (0.920, 0.328, 1.735)
H (0.002, 0.566, -1.668)

Atoms 1-3, force components in eV/Å:
H 0.0 0.1 0.0
N 0.3 0.0 0.2
C -0.2 0.1 0.1



Entry 3:
Here is a molecular structure, C86H188F8N12O16S8 from the Open Molecules 2025 dataset. Energies are from the ωB97M-V functional and the def2-TZVPD basis.

Properties
Kohn-Sham gap   9.646 eV
Multiplicity   1
Strongest force on any atom   5.0 eV/A
ΔE to the lowest compared entry with this formula, charge and spin   26.7 kJ/mol
HOMO   -14.788 eV
Charge   +4
Energy   -9233.64363 hartree

Cartesian coordinates (Å):
C (-3.605, 4.332, -10.224)
C (-2.928, 2.993, -10.591)
C (-1.713, 2.723, -9.707)
C (-0.706, 1.659, -10.422)
N (0.266, 0.986, -9.524)
C (1.049, -0.007, -10.313)
C (0.071, -1.230, -10.428)
C (-0.810, -1.166, -9.135)
C (-0.563, 0.191, -8.510)
C (1.232, 1.913, -8.971)
H (-3.658, 4.459, -9.142)
H (-4.561, 4.520, -10.646)
H (-2.944, 5.118, -10.542)
H (-2.646, 3.026, -11.651)
H (-3.690, 2.185, -10.436)
H (-2.067, 2.528, -8.655)
H (-1.185, 3.667, -9.527)
H (-0.194, 2.151, -11.239)
H (-1.257, 0.894, -10.918)
H (1.864, -0.201, -9.612)
H (1.424, 0.389, -11.234)
H (0.607, -2.188, -10.394)
H (-0.433, -1.224, -11.399)
H (-0.409, -1.938, -8.565)
H (-1.808, -1.388, -9.396)
H (0.020, 0.157, -7.580)
H (-1.493, 0.743, -8.352)
H (0.725, 2.744, -8.477)
H (1.831, 2.377, -9.767)
H (1.851, 1.407, -8.192)
C (-2.178, -7.078, 5.173)
C (-2.427, -5.966, 6.288)
C (-3.626, -6.104, 7.273)
C (-3.248, -6.679, 8.661)
N (-4.367, -6.783, 9.725)
C (-5.439, -5.756, 9.686)
C (-4.883, -4.492, 10.271)
C (-3.884, -5.028, 11.354)
C (-3.794, -6.528, 11.087)
C (-4.992, -8.136, 9.843)
C (-5.770, -8.625, 8.559)
C (-6.383, -9.994, 8.889)
H (-1.202, -6.953, 4.633)
H (-2.982, -7.019, 4.446)
H (-2.105, -8.031, 5.699)
H (-2.639, -5.111, 5.702)
H (-1.558, -5.567, 6.854)
H (-4.413, -6.557, 6.694)
H (-3.930, -5.090, 7.490)
H (-2.474, -6.026, 9.012)
H (-2.865, -7.653, 8.608)
H (-6.313, -6.091, 10.259)
H (-5.655, -5.665, 8.621)
H (-5.633, -3.781, 10.698)
H (-4.286, -3.997, 9.476)
H (-4.278, -4.924, 12.387)
H (-2.906, -4.622, 11.302)
H (-4.459, -7.109, 11.758)
H (-2.758, -6.858, 11.112)
H (-5.782, -8.021, 10.607)
H (-4.223, -8.792, 10.199)
H (-5.185, -8.600, 7.612)
H (-6.560, -7.925, 8.452)
H (-7.112, -10.354, 8.230)
H (-6.943, -9.861, 9.817)
H (-5.675, -10.824, 8.937)
C (0.964, 3.180, -2.088)
C (1.986, 3.665, -1.068)
C (2.002, 2.901, 0.218)
C (2.367, 1.416, 0.064)
N (2.056, 0.645, 1.353)
C (2.551, 1.333, 2.584)
C (4.023, 1.166, 2.584)
C (4.212, -0.216, 1.835)
C (2.809, -0.618, 1.330)
C (0.519, 0.515, 1.459)
C (-0.107, -0.255, 0.243)
C (-1.659, -0.250, 0.380)
H (1.068, 2.129, -2.328)
H (1.116, 3.659, -3.040)
H (-0.084, 3.350, -1.662)
H (1.782, 4.730, -0.861)
H (2.934, 3.719, -1.591)
H (1.023, 3.053, 0.641)
H (2.691, 3.312, 0.963)
H (3.460, 1.348, -0.068)
H (1.913, 0.946, -0.789)
H (2.162, 0.676, 3.383)
H (2.134, 2.317, 2.620)
H (4.414, 1.031, 3.565)
H (4.547, 1.957, 2.103)
H (4.679, -0.991, 2.434)
H (4.744, -0.013, 0.938)
H (2.304, -1.348, 1.935)
H (2.763, -0.925, 0.317)
H (0.001, 1.482, 1.595)
H (0.241, -0.008, 2.326)
H (0.204, -1.278, 0.145)
H (0.141, 0.256, -0.686)
H (-2.075, -0.735, -0.507)
H (-1.972, 0.823, 0.282)
H (-2.051, -0.577, 1.366)
C (-2.959, -1.355, -6.026)
C (-4.052, -1.511, -4.911)
C (-4.708, -2.905, -4.944)
C (-3.642, -3.957, -4.768)
N (-4.350, -5.300, -4.578)
C (-5.002, -5.423, -3.232)
C (-4.142, -6.428, -2.412)
C (-2.886, -6.686, -3.247)
C (-3.235, -6.351, -4.695)
C (-5.400, -5.577, -5.669)
C (-4.802, -5.504, -7.073)
C (-5.702, -6.027, -8.194)
H (-2.670, -0.281, -6.133)
H (-3.437, -1.643, -6.959)
H (-2.057, -1.881, -5.741)
H (-4.787, -0.763, -4.946)
H (-3.630, -1.425, -3.869)
H (-5.394, -3.025, -5.797)
H (-5.336, -2.915, -4.079)
H (-2.878, -3.749, -4.005)
H (-3.148, -3.987, -5.724)
H (-6.061, -5.552, -3.329)
H (-4.933, -4.444, -2.774)
H (-4.731, -7.301, -2.240)
H (-3.940, -5.968, -1.450)
H (-2.579, -7.776, -3.159)
H (-2.080, -6.059, -2.905)
H (-3.662, -7.268, -5.087)
H (-2.392, -5.979, -5.316)
H (-6.166, -4.905, -5.439)
H (-5.827, -6.526, -5.472)
H (-3.893, -6.122, -7.046)
H (-4.611, -4.503, -7.381)
H (-5.991, -7.045, -7.930)
H (-5.127, -6.048, -9.094)
H (-6.576, -5.421, -8.364)
C (-5.440, 5.943, -2.484)
C (-6.312, 4.708, -2.327)
C (-7.335, 4.785, -1.230)
C (-6.863, 4.188, 0.052)
N (-7.755, 4.520, 1.223)
C (-7.181, 3.744, 2.428)
C (-8.357, 2.884, 2.934)
C (-9.594, 3.548, 2.357)
C (-9.145, 4.008, 1.025)
C (-7.720, 5.979, 1.588)
C (-6.395, 6.622, 1.823)
C (-6.570, 8.116, 2.170)
H (-5.074, 6.202, -1.479)
H (-5.965, 6.850, -2.931)
H (-4.689, 5.774, -3.218)
H (-5.607, 3.861, -2.227)
H (-6.842, 4.479, -3.219)
H (-8.222, 4.283, -1.604)
H (-7.580, 5.841, -1.108)
H (-5.864, 4.599, 0.296)
H (-6.651, 3.149, 0.012)
H (-6.845, 4.466, 3.240)
H (-6.335, 3.104, 2.181)
H (-8.258, 2.920, 4.025)
H (-8.329, 1.891, 2.563)
H (-9.823, 4.494, 2.917)
H (-10.467, 2.882, 2.275)
H (-9.755, 4.883, 0.691)
H (-9.108, 3.234, 0.316)
H (-8.301, 6.185, 2.465)
H (-8.156, 6.632, 0.804)
H (-5.732, 6.537, 0.924)
H (-5.753, 6.175, 2.622)
H (-7.286, 8.198, 2.959)
H (-6.916, 8.743, 1.336)
H (-5.573, 8.552, 2.496)
C (1.517, -4.398, 0.646)
C (2.405, -3.749, -0.430)
C (3.322, -4.669, -1.254)
C (4.117, -3.884, -2.338)
N (5.350, -4.518, -2.810)
C (6.473, -4.475, -1.770)
C (7.087, -3.101, -1.825)
C (7.057, -2.720, -3.283)
C (6.004, -3.759, -3.949)
C (5.024, -5.917, -3.206)
C (3.952, -6.039, -4.258)
C (3.753, -7.509, -4.561)
H (0.621, -4.970, 0.331)
H (1.168, -3.602, 1.287)
H (2.253, -4.959, 1.299)
H (2.890, -2.956, 0.058)
H (1.764, -3.277, -1.218)
H (2.637, -5.309, -1.731)
H (3.966, -5.235, -0.638)
H (4.383, -2.893, -2.035)
H (3.501, -3.727, -3.227)
H (7.102, -5.272, -2.101)
H (6.038, -4.709, -0.791)
H (8.066, -3.145, -1.419)
H (6.574, -2.291, -1.243)
H (7.972, -2.648, -3.826)
H (6.601, -1.727, -3.459)
H (6.364, -4.494, -4.625)
H (5.267, -3.036, -4.356)
H (4.795, -6.448, -2.252)
H (5.973, -6.337, -3.584)
H (4.300, -5.567, -5.155)
H (3.094, -5.405, -4.061)
H (4.598, -8.022, -5.027)
H (2.935, -7.623, -5.244)
H (3.399, -8.089, -3.683)
C (3.903, 8.732, -0.340)
C (3.738, 7.570, -1.314)
C (5.023, 6.802, -1.659)
C (5.970, 7.741, -2.272)
N (7.320, 7.160, -2.558)
C (8.149, 6.861, -1.312)
C (9.549, 7.398, -1.475)
C (9.253, 8.643, -2.273)
C (8.228, 8.149, -3.351)
C (7.264, 5.920, -3.368)
C (6.449, 6.070, -4.643)
C (6.631, 4.813, -5.502)
H (4.579, 9.527, -0.658)
H (4.263, 8.395, 0.647)
H (2.912, 9.317, -0.220)
H (3.339, 7.995, -2.240)
H (2.995, 6.810, -0.950)
H (4.787, 5.982, -2.360)
H (5.455, 6.331, -0.766)
H (6.183, 8.637, -1.660)
H (5.556, 8.139, -3.228)
H (7.963, 5.854, -1.021)
H (7.665, 7.434, -0.538)
H (10.281, 6.795, -2.072)
H (10.041, 7.568, -0.535)
H (10.181, 9.042, -2.704)
H (9.006, 9.388, -1.589)
H (8.770, 7.675, -4.178)
H (7.633, 8.927, -3.827)
H (6.932, 5.158, -2.667)
H (8.319, 5.649, -3.575)
H (6.736, 6.988, -5.162)
H (5.405, 6.276, -4.477)
H (5.939, 4.798, -6.360)
H (6.394, 3.942, -4.963)
H (7.636, 4.704, -5.907)
C (4.691, -0.735, 11.198)
C (4.635, -0.734, 9.669)
C (3.338, 0.064, 9.332)
C (3.266, 0.369, 7.855)
N (2.267, 1.391, 7.382)
C (2.597, 1.640, 5.926)
C (3.293, 2.972, 5.863)
C (3.524, 3.408, 7.349)
C (2.422, 2.728, 8.108)
C (0.850, 0.772, 7.544)
C (-0.293, 1.506, 6.898)
C (-1.543, 1.374, 7.689)
H (5.292, -1.543, 11.621)
H (3.685, -0.796, 11.526)
H (5.197, 0.174, 11.521)
H (4.610, -1.739, 9.190)
H (5.434, -0.194, 9.143)
H (3.410, 1.062, 9.820)
H (2.497, -0.408, 9.828)
H (3.110, -0.520, 7.232)
H (4.256, 0.784, 7.600)
H (1.703, 1.467, 5.270)
H (3.114, 0.766, 5.583)
H (2.634, 3.669, 5.365)
H (4.205, 2.858, 5.235)
H (3.494, 4.495, 7.464)
H (4.504, 3.129, 7.758)
H (1.532, 3.358, 7.944)
H (2.543, 2.513, 9.185)
H (0.596, 0.815, 8.604)
H (0.887, -0.306, 7.363)
H (-0.497, 1.093, 5.906)
H (-0.062, 2.580, 6.743)
H (-2.385, 1.796, 7.152)
H (-1.447, 1.837, 8.659)
H (-1.801, 0.332, 7.825)
N (-1.935, 3.707, 2.600)
S (-0.854, 4.096, 3.587)
O (0.286, 3.255, 3.655)
O (-1.212, 4.569, 4.868)
F (-0.405, 5.509, 2.976)
S (-3.442, 4.200, 2.245)
O (-4.539, 4.036, 3.119)
O (-3.694, 3.894, 0.906)
F (-3.161, 5.845, 2.264)
N (5.392, 3.030, -2.502)
S (4.771, 1.876, -3.420)
O (4.117, 2.508, -4.507)
O (4.120, 0.767, -2.734)
F (6.060, 1.248, -4.197)
S (6.115, 2.717, -1.106)
O (5.494, 1.872, -0.168)
O (6.413, 4.047, -0.584)
F (7.379, 1.981, -1.521)
N (-0.009, -2.620, 5.234)
S (1.557, -2.815, 5.021)
O (1.814, -3.052, 3.633)
O (2.077, -3.400, 6.187)
F (2.090, -1.238, 5.210)
S (-1.375, -2.415, 4.543)
O (-1.256, -1.649, 3.284)
O (-2.371, -2.076, 5.575)
F (-1.840, -3.929, 4.049)
N (0.723, -2.156, -5.498)
S (2.223, -2.162, -6.211)
O (1.984, -1.936, -7.602)
O (3.147, -3.105, -5.667)
F (2.869, -0.874, -5.760)
S (0.579, -2.822, -4.071)
O (1.020, -4.119, -3.915)
O (-0.719, -2.368, -3.646)
F (1.637, -2.086, -3.135)

Atoms 1-3, force components in eV/Å:
C 1.5 -0.3 0.6
C -1.3 -0.2 0.2
C 0.9 -0.2 0.1